Below is one molecule with the formula C18H27N3O3, with properties calculated with ωB97M-V with the def2-TZVPD basis set.

Results
- lowest unoccupied orbital energy (eV) = 0.46
- SMILES = CC(C)Oc1ccc(CCNC(=O)C[C@H]2C(=O)NCCN2C)cc1
- gap between HOMO and LUMO (eV) = 8.5516

Element x y z (Å)
C  -3.410  -0.195  0.679
C  -4.058  1.092  0.162
C  -5.507  1.210  0.625
O  -3.384  2.233  0.669
C  -2.112  2.499  0.258
C  -1.494  1.957  -0.863
C  -0.189  2.300  -1.166
C  0.531  3.180  -0.374
C  1.987  3.428  -0.642
C  2.840  2.443  0.179
N  2.479  1.073  -0.093
C  3.193  0.292  -0.920
O  4.253  0.618  -1.419
C  2.571  -1.079  -1.192
C  2.035  -1.802  0.064
C  0.539  -1.529  0.197
O  0.112  -0.424  0.503
N  -0.306  -2.533  -0.087
C  0.050  -3.897  -0.410
C  1.511  -3.938  -0.872
N  2.388  -3.212  0.016
C  2.536  -3.811  1.326
C  -0.103  3.745  0.726
C  -1.405  3.416  1.036
H  -2.338  -0.178  0.489
H  -3.562  -0.274  1.754
H  -3.858  -1.059  0.193
H  -4.037  1.103  -0.938
H  -5.543  1.239  1.711
H  -5.946  2.127  0.241
H  -6.084  0.361  0.269
H  -2.010  1.261  -1.505
H  0.280  1.862  -2.037
H  2.208  3.283  -1.700
H  2.265  4.446  -0.363
H  2.698  2.635  1.247
H  3.896  2.560  -0.077
H  1.550  0.777  0.198
H  3.349  -1.701  -1.638
H  1.776  -0.940  -1.929
H  2.525  -1.366  0.941
H  -1.289  -2.321  0.029
H  -0.088  -4.537  0.471
H  -0.612  -4.262  -1.201
H  1.591  -3.484  -1.863
H  1.848  -4.974  -0.941
H  2.778  -4.865  1.203
H  1.644  -3.723  1.962
H  3.368  -3.326  1.835
H  0.434  4.442  1.352
H  -1.899  3.847  1.894

---

Below is one molecule with the formula C18H27N3O4S, with properties calculated with ωB97M-V with the def2-TZVPD basis set.

Results
- lowest unoccupied orbital energy (eV) = 0.37
- SMILES = CC1CCN(S(=O)(=O)c2ccc(NC(=O)CN3CCOCC3)cc2)CC1
- gap between HOMO and LUMO (eV) = 8.8020

Element x y z (Å)
C  0.377  3.971  2.330
C  1.499  3.163  2.974
C  2.588  2.825  1.952
C  3.691  1.990  2.607
N  3.174  0.812  3.257
S  3.191  -0.617  2.418
O  2.823  -1.648  3.342
O  4.457  -0.690  1.749
C  1.915  -0.522  1.157
C  0.625  -0.918  1.451
C  -0.369  -0.810  0.495
C  -0.059  -0.306  -0.768
N  -1.009  -0.172  -1.782
C  -2.350  -0.443  -1.749
O  -2.946  -0.816  -0.764
C  -3.036  -0.249  -3.107
N  -3.171  -1.432  -3.928
C  -1.950  -2.072  -4.384
C  -1.419  -3.135  -3.411
O  -2.412  -4.095  -3.134
C  -3.555  -3.487  -2.564
C  -4.142  -2.429  -3.508
C  1.254  0.070  -1.059
C  2.239  -0.038  -0.097
C  2.101  1.047  4.190
C  0.961  1.863  3.576
H  -0.384  4.221  3.065
H  -0.093  3.399  1.532
H  0.764  4.896  1.908
H  1.949  3.760  3.776
H  2.143  2.266  1.126
H  3.023  3.740  1.549
H  4.423  1.647  1.876
H  4.208  2.593  3.362
H  0.414  -1.325  2.427
H  -1.379  -1.111  0.717
H  -0.633  0.158  -2.661
H  -2.499  0.502  -3.696
H  -4.045  0.122  -2.910
H  -1.188  -1.315  -4.581
H  -2.193  -2.572  -5.329
H  -0.585  -3.678  -3.857
H  -1.081  -2.670  -2.471
H  -4.274  -4.292  -2.402
H  -3.298  -3.035  -1.597
H  -4.985  -1.932  -3.029
H  -4.492  -2.929  -4.418
H  1.500  0.443  -2.044
H  3.262  0.232  -0.305
H  1.759  0.067  4.524
H  2.515  1.584  5.051
H  0.469  1.283  2.793
H  0.223  2.084  4.349

---

Below is one molecule with the formula C18H27N3O5, with properties calculated with ωB97M-V with the def2-TZVPD basis set.

Results
- lowest unoccupied orbital energy (eV) = 0.61
- SMILES = CC(C)Cn1c(N)c(C(=O)COC(=O)C2CCCCC2)c(=O)n(C)c1=O
- gap between HOMO and LUMO (eV) = 9.6293

Element x y z (Å)
C  -3.037  -2.938  -0.835
C  -4.311  -2.109  -0.687
C  -5.526  -3.019  -0.529
C  -4.253  -1.141  0.504
N  -3.223  -0.121  0.354
C  -1.977  -0.237  0.895
N  -1.676  -1.297  1.641
C  -1.019  0.770  0.681
C  0.341  0.564  1.135
O  0.679  -0.360  1.873
C  1.415  1.513  0.628
O  2.696  0.962  0.881
C  2.957  -0.181  0.232
O  2.205  -0.664  -0.577
C  4.281  -0.775  0.673
C  4.677  -1.959  -0.211
C  5.058  -1.498  -1.616
C  6.171  -0.456  -1.562
C  5.739  0.735  -0.713
C  5.392  0.280  0.701
C  -1.382  1.970  -0.032
O  -0.665  2.935  -0.216
N  -2.694  1.990  -0.523
C  -3.136  3.161  -1.263
C  -3.615  0.996  -0.387
O  -4.726  1.069  -0.861
H  -3.105  -3.557  -1.726
H  -2.157  -2.307  -0.937
H  -2.904  -3.602  0.018
H  -4.442  -1.503  -1.589
H  -5.600  -3.697  -1.376
H  -6.440  -2.434  -0.478
H  -5.444  -3.614  0.379
H  -4.117  -1.673  1.447
H  -5.205  -0.605  0.551
H  -2.236  -2.129  1.628
H  -0.694  -1.314  1.953
H  1.369  2.464  1.160
H  1.282  1.696  -0.442
H  4.106  -1.128  1.697
H  3.842  -2.659  -0.271
H  5.525  -2.472  0.248
H  4.179  -1.069  -2.098
H  5.380  -2.358  -2.207
H  6.418  -0.124  -2.573
H  7.069  -0.903  -1.128
H  4.865  1.207  -1.168
H  6.539  1.478  -0.675
H  5.074  1.131  1.304
H  6.278  -0.158  1.167
H  -2.315  3.874  -1.266
H  -4.014  3.590  -0.782
H  -3.398  2.877  -2.282

---

Below is one molecule with the formula C18H27N3O6S, with properties calculated with ωB97M-V with the def2-TZVPD basis set.

Results
- lowest unoccupied orbital energy (eV) = 0.63
- SMILES = CCOC(=O)N1CCN(C(=O)COc2ccc(S(=O)(=O)NC(C)C)cc2)CC1
- gap between HOMO and LUMO (eV) = 9.6768

Element x y z (Å)
C  0.368  4.495  0.206
C  0.540  2.985  0.288
O  -0.708  2.344  0.575
C  -1.474  2.025  -0.481
O  -1.147  2.128  -1.640
N  -2.694  1.573  -0.090
C  -3.060  1.364  1.297
C  -4.109  0.246  1.370
N  -3.766  -0.767  0.392
C  -3.215  -1.919  0.816
O  -3.174  -2.230  1.993
C  -2.634  -2.864  -0.244
O  -1.730  -2.256  -1.145
C  -0.631  -1.614  -0.657
C  -0.235  -1.616  0.678
C  0.904  -0.922  1.049
C  1.642  -0.244  0.101
S  3.115  0.629  0.623
O  2.844  1.249  1.891
O  3.573  1.452  -0.454
N  4.262  -0.516  0.986
C  4.733  -1.569  0.102
C  3.828  -2.805  0.132
C  4.889  -1.036  -1.315
C  1.249  -0.225  -1.225
C  0.115  -0.910  -1.606
C  -3.936  -0.336  -0.981
C  -3.670  1.178  -1.074
H  1.338  4.953  0.041
H  -0.291  4.751  -0.621
H  -0.056  4.878  1.130
H  0.934  2.598  -0.655
H  1.207  2.704  1.104
H  -2.163  1.079  1.850
H  -3.459  2.287  1.736
H  -5.111  0.625  1.152
H  -4.107  -0.217  2.357
H  -3.438  -3.263  -0.870
H  -2.159  -3.696  0.290
H  -0.800  -2.138  1.432
H  1.218  -0.890  2.080
H  4.146  -0.806  1.944
H  5.724  -1.855  0.481
H  3.701  -3.162  1.152
H  4.276  -3.602  -0.457
H  2.849  -2.576  -0.280
H  5.418  -0.088  -1.298
H  3.917  -0.872  -1.770
H  5.445  -1.750  -1.917
H  1.827  0.344  -1.937
H  -0.223  -0.902  -2.630
H  -4.964  -0.550  -1.305
H  -3.247  -0.871  -1.631
H  -3.270  1.436  -2.055
H  -4.593  1.745  -0.908

---

Below is one molecule with the formula C18H27N3OS, with properties calculated with ωB97M-V with the def2-TZVPD basis set.

Results
- lowest unoccupied orbital energy (eV) = 0.68
- SMILES = CCCCC1(CCCC)NC(=S)N(Nc2ccc(C)cc2)C1=O
- gap between HOMO and LUMO (eV) = 8.8005

Element x y z (Å)
C  6.241  0.530  -0.813
C  4.932  1.262  -0.547
C  3.782  0.289  -0.294
C  2.475  1.037  -0.045
C  1.282  0.131  0.299
C  0.981  -0.959  -0.749
C  0.761  -0.420  -2.160
C  0.279  -1.520  -3.104
C  0.076  -0.992  -4.518
N  1.433  -0.470  1.609
C  0.472  -0.115  2.482
S  0.304  -0.615  4.022
N  -0.360  0.776  1.813
N  -1.472  1.353  2.394
C  -2.724  0.778  2.139
C  -2.856  -0.572  1.837
C  -4.112  -1.122  1.658
C  -5.259  -0.351  1.780
C  -6.620  -0.955  1.610
C  -5.116  0.998  2.087
C  -3.868  1.561  2.260
C  0.044  0.998  0.520
O  -0.486  1.761  -0.247
H  7.046  1.239  -0.990
H  6.513  -0.091  0.038
H  6.151  -0.110  -1.689
H  5.051  1.914  0.321
H  4.687  1.894  -1.404
H  4.026  -0.329  0.573
H  3.681  -0.368  -1.159
H  2.616  1.730  0.788
H  2.207  1.627  -0.922
H  1.802  -1.680  -0.745
H  0.079  -1.488  -0.426
H  1.692  -0.004  -2.548
H  0.021  0.380  -2.130
H  1.010  -2.333  -3.119
H  -0.663  -1.930  -2.732
H  1.010  -0.602  -4.918
H  -0.658  -0.191  -4.521
H  -0.275  -1.784  -5.175
H  2.133  -1.154  1.838
H  -1.464  2.365  2.315
H  -1.981  -1.198  1.748
H  -4.197  -2.173  1.422
H  -6.572  -1.860  1.008
H  -7.300  -0.251  1.134
H  -7.037  -1.218  2.583
H  -5.995  1.618  2.184
H  -3.772  2.612  2.492

---

Below is C18H27N6O2PPd as an isolated structure, with properties calculated with ωB97M-V with the def2-TZVPD basis set.

Results
- multiplicity = 5
- net charge = +2
- lowest unoccupied orbital energy (alpha / beta) (eV) = -5.28 / -7.82
- gap between HOMO and LUMO (alpha / beta) (eV) = 8.3498 / 7.0205

Element x y z (Å)
Pd  8.633  11.690  8.264
C  9.691  7.383  11.471
N  9.367  8.711  11.135
C  9.020  9.621  12.045
C  8.620  10.745  11.382
N  8.675  10.418  10.038
C  9.131  9.177  9.926
P  9.068  8.200  8.316
C  7.546  8.874  7.515
N  7.345  10.163  7.245
C  6.178  10.322  6.557
C  5.707  9.082  6.336
N  6.563  8.205  6.917
C  6.381  6.743  6.961
C  10.238  9.222  7.308
N  10.185  10.543  7.218
C  11.079  10.961  6.246
C  11.580  9.809  5.655
N  11.008  8.713  6.330
C  11.506  7.390  6.139
H  10.642  7.493  11.970
H  9.810  6.749  10.591
H  9.014  6.945  12.197
H  9.082  9.505  13.132
H  8.224  11.657  11.704
H  5.910  11.207  6.102
H  4.936  8.581  5.787
H  6.917  6.285  7.838
H  6.759  6.443  6.009
H  5.257  6.553  6.916
H  11.249  12.020  6.109
H  12.378  9.656  4.928
H  12.069  7.495  5.213
H  10.771  6.624  6.001
H  12.175  7.037  6.890
C  6.786  15.306  9.371
C  6.001  13.947  8.793
C  4.878  13.655  9.671
C  5.712  14.140  7.333
O  7.019  12.927  9.031
H  6.002  16.077  9.636
H  7.585  15.769  8.767
H  7.264  14.896  10.240
H  4.012  14.378  9.520
H  5.171  13.553  10.720
H  4.462  12.682  9.374
H  5.083  15.021  7.222
H  5.377  13.261  6.891
H  6.681  14.372  6.839
C  11.837  13.307  11.305
C  11.137  12.765  10.120
O  10.344  13.243  9.336
H  12.909  12.959  11.335
H  11.388  12.900  12.214
H  11.756  14.430  11.335